[1]
13
Properties=species:S:1:pos:R:3:forces:R:3 method="wB97M-V/def2-TZVPD" gap_ev="8.3 / 8.3" total_energy_ev=-6782.9096 total_charge=0 fmax_ev_per_a=1.12 de_lowest_ev=5.603
N 0.323431 -1.847075 2.429634 -0.43 0.25 -1.01
C -0.087814 -1.491652 1.409220 0.35 -0.40 0.92
C -0.661489 -1.136771 0.105608 -0.08 0.01 0.01
C 0.196462 -0.221286 -0.735488 0.05 0.13 0.01
C 0.872778 1.233673 1.108079 -0.01 0.13 -0.14
C -0.327460 0.726287 -1.529536 0.09 0.02 0.17
H -1.647548 -0.686148 0.262351 0.15 -0.05 0.03
H -0.825743 -2.075303 -0.441741 0.04 0.15 0.07
H 1.238268 -0.508766 -0.855465 -0.11 0.07 0.09
H 1.838563 1.697368 0.802527 -0.24 -0.10 -0.23
H 0.207911 2.118006 1.239035 -0.02 -0.19 -0.29
H -1.392525 0.954418 -1.511210 0.20 0.02 0.11
H 0.265166 1.237249 -2.283013 0.01 -0.03 0.24


[2]
15
Properties=species:S:1:pos:R:3:forces:R:3 method="wB97M-V/def2-TZVPD" gap_ev=10.2 total_energy_ev=-8841.1884 total_charge=0 fmax_ev_per_a=2.49 de_lowest_ev=1.767
C 0.713819 1.922571 -1.775766 -0.93 0.58 0.13
C 0.100955 0.528393 -1.627331 0.71 2.34 0.45
N 1.007477 -0.396219 -1.056441 0.03 -0.81 -0.21
O -1.050506 0.402751 -1.935024 -0.28 -1.30 -0.17
H 1.726437 1.947704 -2.167696 -0.02 -0.08 0.09
H 0.648971 2.478298 -0.830649 0.50 -0.53 0.26
H 0.012786 2.528745 -2.355657 0.29 -0.24 -0.50
H 0.786167 -0.575014 -0.068135 -0.14 0.14 -0.42
H 0.913429 -1.287294 -1.530946 -0.19 -0.18 0.11
C -1.115055 -1.546353 2.281467 0.52 1.92 0.63
O -0.129938 -0.779478 1.577036 0.44 -0.25 -0.89
H -2.051926 -1.039355 2.064137 -0.42 -0.65 -0.19
H -1.056449 -2.585679 1.991758 -0.13 -0.10 -0.06
H -0.957990 -1.388965 3.348898 -0.01 -0.56 0.13
H 0.451821 -0.210106 2.084352 -0.38 -0.29 0.66


[3]
64
Properties=species:S:1:pos:R:3:forces:R:3 method="wB97M-V/def2-TZVPD" gap_ev=6.2 total_energy_ev=-220736.5887 total_charge=+2 fmax_ev_per_a=0.24 de_lowest_ev=0.000
W 0.274020 0.367725 1.329037 -0.17 -0.17 -0.01
N 0.142487 2.065282 3.145743 0.03 0.09 0.01
N -0.855767 1.298086 3.846506 -0.02 -0.02 0.01
C -1.316921 0.440493 2.801045 0.07 0.12 -0.03
O -1.133185 -0.796071 2.789228 0.08 -0.05 -0.08
O -1.572263 1.027429 1.637131 0.01 0.06 0.03
H 0.932521 2.192762 3.771113 0.00 0.00 0.00
H -0.205630 2.977870 2.860225 0.00 0.00 0.00
H -1.572161 1.864057 4.292961 -0.01 -0.01 0.00
C -1.485736 3.041733 -0.846099 -0.02 0.00 -0.03
As 0.091346 1.932966 -0.739997 -0.01 0.01 0.02
C 1.518816 3.235723 -0.728270 0.00 0.01 0.00
C 0.438040 1.079208 -2.452815 0.00 -0.03 -0.01
C -0.396752 -0.091851 -2.995784 0.01 0.00 0.02
C 0.127901 -0.334524 -4.425303 0.00 0.00 0.00
C -0.122849 -1.408025 -2.237798 -0.01 0.00 0.00
As -0.142458 -1.593928 -0.282216 0.04 0.02 0.00
C 1.450756 -2.681474 -0.033386 -0.01 -0.01 0.00
C -1.528270 -2.812757 0.279055 0.01 -0.01 -0.04
C -1.891594 0.249383 -3.114179 -0.01 0.01 0.00
As -3.021543 -0.072851 -1.528504 0.02 -0.01 0.00
C -3.845008 -1.747647 -2.118702 0.00 -0.02 0.00
C -4.502510 1.102969 -2.014612 -0.01 0.01 0.01
H -2.361997 2.494367 -0.512847 0.00 0.00 0.01
H -1.620278 3.385495 -1.870873 0.00 0.00 0.00
H -1.332303 3.908382 -0.204185 0.01 -0.01 0.01
H 1.404729 3.886319 -1.594541 0.01 0.00 0.00
H 2.479268 2.728027 -0.770336 0.00 0.00 -0.01
H 1.464914 3.839905 0.176143 0.00 -0.01 0.00
H 1.488225 0.778071 -2.376514 0.00 0.01 -0.01
H 0.404094 1.899850 -3.174803 0.00 0.00 0.00
H 1.209524 -0.481440 -4.436537 0.00 0.00 0.00
H -0.107997 0.517639 -5.064021 0.00 0.00 0.00
H -0.342321 -1.217467 -4.860395 0.00 0.00 0.00
H 0.891413 -1.735365 -2.480254 0.00 0.00 -0.01
H -0.795677 -2.186538 -2.605625 0.00 0.00 0.01
H 1.345763 -3.590194 -0.625885 0.00 0.00 0.00
H 1.556884 -2.952284 1.016072 0.01 0.00 0.00
H 2.328356 -2.131974 -0.370854 0.00 0.00 0.00
H -1.601735 -3.624091 -0.443861 0.00 0.01 0.00
H -2.478812 -2.297476 0.369574 0.00 0.01 0.01
H -1.230511 -3.214038 1.246002 -0.01 0.01 0.01
H -2.327886 -0.331800 -3.929578 0.00 0.00 0.00
H -2.001189 1.298441 -3.401103 0.00 0.00 0.00
H -3.109172 -2.547839 -2.188368 0.00 0.00 0.00
H -4.306078 -1.608288 -3.095868 0.00 0.00 0.00
H -4.611451 -2.048950 -1.405470 0.00 0.00 0.00
H -4.231416 2.149562 -1.888580 0.01 0.00 0.00
H -5.353128 0.885873 -1.370613 0.00 0.00 0.00
H -4.788777 0.930647 -3.051546 0.00 0.00 0.00
O 5.914888 -0.757933 3.144400 -0.01 -0.02 -0.01
C 5.036199 -1.158050 4.054808 -0.01 0.06 0.01
O 5.344727 -1.657924 5.093734 0.00 -0.02 0.00
C 3.576836 -0.956691 3.754603 0.01 -0.01 0.01
C 2.569860 -1.352117 4.626627 -0.01 -0.01 -0.01
N 1.395409 -1.031228 4.070316 0.00 -0.01 0.00
N 1.574440 -0.452794 2.878165 0.02 -0.04 0.02
C 2.889674 -0.398666 2.681328 0.00 -0.03 0.01
C 3.246802 0.201540 1.379042 0.04 0.04 -0.02
O 4.351175 0.340445 0.952124 -0.01 -0.01 -0.01
O 2.127874 0.558604 0.708701 -0.05 0.04 0.07
H 5.514467 -0.373144 2.345312 0.01 0.01 0.00
H 2.648054 -1.836438 5.587445 0.00 0.00 0.00
H 0.453897 -1.196965 4.403892 0.00 0.01 0.00


[4]
19
Properties=species:S:1:pos:R:3:forces:R:3 method="wB97M-V/def2-TZVPD" spin_multiplicity=3 gap_ev="5.7 / 7.4" total_energy_ev=-79394.1851 s_squared=2.01 total_charge=+1 fmax_ev_per_a=12.64 de_lowest_ev=1.878
C -1.017956 -3.176882 1.386457 -0.40 -2.30 -3.32
C -1.133225 -1.128091 2.000789 0.28 2.96 -0.93
C -0.774527 -2.394751 0.261838 0.46 -0.66 0.51
C -0.255087 1.641085 -0.275347 -1.47 2.81 11.27
C 1.168188 0.935090 -2.137051 -0.35 -0.12 0.18
C -0.122552 1.260851 -1.504723 1.00 -3.69 -12.05
N -1.219242 -2.349732 2.387567 -0.66 0.58 1.44
N -0.837681 -1.080253 0.697850 0.77 0.26 -0.35
Br -0.284201 -2.930666 -1.470236 -0.33 0.36 0.75
H -1.334977 -4.224832 1.453691 0.79 0.50 -0.12
H -1.362477 -0.287036 2.620814 0.26 0.34 0.11
H -1.545881 -2.529866 3.295937 -0.33 -0.86 1.26
H -1.255593 1.869945 0.127553 0.93 0.28 0.20
H 0.675940 1.685722 0.284786 -0.52 0.46 0.66
H 2.052197 1.004969 -1.510251 0.01 0.39 0.24
H 1.222883 1.638925 -2.972315 0.63 -0.40 -0.45
H 1.143558 -0.111915 -2.471144 0.11 0.22 -0.56
H -0.949861 1.095383 -2.182638 -0.26 0.11 0.23
H -0.458238 -0.164978 0.227831 -0.91 -1.25 0.92


[5]
69
Properties=species:S:1:pos:R:3:forces:R:3 method="wB97M-V/def2-TZVPD" gap_ev=7.1 total_energy_ev=-34046.3286 total_charge=0 fmax_ev_per_a=3.72 de_lowest_ev=1.644
O 16.166710 7.960750 1.568360 -1.73 0.91 -2.90
H 15.528650 7.691140 2.233040 -0.87 -1.11 2.14
H 16.918710 7.372000 1.471030 2.95 -2.13 0.76
H 16.469290 8.845660 1.785100 1.27 1.32 0.80
C 20.367850 5.026450 1.785850 -0.46 -0.37 1.51
C 18.888670 5.344250 1.582200 -0.65 1.90 -0.62
O 18.426320 6.602350 2.056050 -0.18 -0.45 -1.09
H 21.073210 5.742420 1.363990 -0.31 0.04 -0.33
H 20.568380 4.008790 1.450800 0.18 -0.01 -0.33
H 20.562230 5.011980 2.858290 0.18 0.07 0.22
H 18.181160 4.578320 1.899820 0.38 -0.76 0.68
H 18.789140 5.259680 0.500050 -0.27 0.19 -0.92
C 13.781490 9.879980 2.288540 0.47 0.91 0.24
C 14.109260 11.176500 1.524310 -0.80 -0.24 0.44
C 14.421520 12.376080 2.419150 -1.84 0.04 1.21
O 13.261480 12.699730 3.239010 -0.52 -1.28 -1.59
C 13.332210 13.755500 4.120700 0.77 0.88 0.59
N 15.267580 10.985610 0.733280 1.82 -0.52 -0.94
H 12.824280 10.042310 2.784010 -0.04 -0.47 -0.13
H 14.529240 9.672650 3.054030 0.10 0.39 0.26
H 13.849830 8.987350 1.666740 -0.67 0.29 -0.32
H 13.272200 11.365120 0.852100 -0.55 0.47 0.34
H 14.661800 13.205260 1.753690 0.26 0.34 0.22
H 15.212640 12.126880 3.126350 0.53 0.09 -0.28
H 12.374370 14.099090 4.511320 -0.44 -0.56 -0.46
H 13.762490 14.641360 3.653580 0.36 0.17 -0.01
H 13.893970 13.480960 5.013530 0.47 0.09 0.12
H 15.537550 11.768880 0.155600 -0.20 0.43 0.14
H 15.140260 10.239080 0.065010 -0.12 -0.43 -0.15
C 12.738980 6.936560 3.258460 -2.14 -1.19 -0.53
C 13.897780 6.245710 3.854820 0.14 -1.16 1.17
C 14.177020 4.812360 3.286580 0.22 1.69 1.43
O 15.143060 4.156550 4.127810 -0.78 1.34 -1.28
C 15.589700 3.014950 3.441490 -0.10 -0.45 0.90
N 15.007130 7.167540 3.759570 0.86 -0.21 -0.42
H 12.498610 7.899400 3.709310 0.33 0.05 -0.31
H 11.859230 6.312920 3.417180 -0.30 -0.03 0.36
H 12.754340 6.927040 2.168610 0.47 0.68 -0.12
H 13.756980 6.145700 4.931050 -0.61 -0.58 0.18
H 14.492070 4.996780 2.259530 0.46 -0.55 -0.27
H 13.286630 4.184220 3.313770 -0.35 0.26 -0.24
H 16.236890 3.276510 2.604340 0.28 -0.16 0.12
H 14.731900 2.448140 3.079530 -0.13 -0.17 -0.24
H 16.038120 2.424080 4.240170 0.57 -0.22 -0.54
H 15.804130 6.729820 4.199240 0.63 -0.02 -0.06
H 14.748310 7.933750 4.364590 0.21 0.35 0.01
C 19.058140 10.043790 1.036000 0.44 0.15 -1.76
C 18.621600 10.702020 2.297690 0.46 -0.19 0.65
C 18.421200 12.224160 2.228120 0.97 0.06 0.33
O 18.378200 12.841450 3.542440 0.22 -0.79 -1.25
C 18.110690 14.221700 3.560950 -0.38 0.36 1.09
N 17.365140 10.113050 2.629600 -1.49 -0.23 1.35
H 18.387140 10.355590 0.235600 -0.11 0.16 -0.31
H 18.983050 8.956410 1.042870 -0.03 -0.07 0.70
H 20.069680 10.262420 0.693830 0.09 0.30 0.20
H 19.275700 10.367920 3.103070 0.45 0.59 0.06
H 17.477900 12.379110 1.704400 -0.08 0.28 -0.13
H 19.241940 12.620330 1.630170 0.09 0.55 0.04
H 18.322330 14.539470 4.581890 0.27 0.01 0.05
H 17.054530 14.472100 3.461290 -0.34 -0.29 -0.51
H 18.674610 14.886030 2.906150 0.33 -0.47 -0.40
H 16.650200 10.582640 2.092510 -0.33 0.35 -0.59
H 17.198360 10.471850 3.558870 -0.48 -0.46 0.59
O 17.300060 7.699520 -1.067870 -0.23 0.11 -0.42
H 17.472940 7.317810 -1.928470 0.12 -0.12 -0.28
H 18.032820 7.408940 -0.524860 0.34 -0.20 0.69
O 14.810530 8.873060 -1.423910 -0.57 0.43 -0.13
H 14.114280 8.249760 -1.216630 -0.23 -0.12 0.00
H 15.618860 8.368060 -1.335580 0.70 -0.25 0.28


[6]
18
Properties=species:S:1:pos:R:3:forces:R:3 method="wB97M-V/def2-TZVPD" gap_ev=9.5 total_energy_ev=-11384.1566 total_charge=0 fmax_ev_per_a=4.91 de_lowest_ev=2.746
C 0.010325 -1.428759 -1.888423 1.71 -1.48 -0.75
N 0.856383 -0.604933 -0.984971 0.14 0.11 -0.64
C 0.209213 0.346555 -0.120457 -4.32 -1.56 -0.44
C 1.151120 1.018431 0.765391 1.03 4.24 -2.26
O 0.681132 2.441192 0.702039 -0.28 -0.45 1.11
C -0.774533 -0.513961 0.862133 -0.66 0.10 0.46
N -1.987674 0.102600 1.241655 1.82 -2.39 0.31
O -0.435058 -1.626972 1.283956 -0.64 2.05 -0.71
H -1.023045 -1.166613 -1.986246 -0.52 0.69 0.36
H 0.017260 -2.511034 -1.657230 -0.09 0.49 0.71
H 0.415248 -1.513039 -2.937384 -0.14 0.89 0.86
H 1.502670 -1.145641 -0.390297 -0.73 -0.01 -0.77
H -0.477347 1.173988 -0.631198 1.70 -1.94 0.57
H 1.277444 0.531261 1.673407 -0.06 -0.20 2.18
H 2.096873 1.124621 0.268968 0.77 -0.73 -0.23
H 1.316627 3.144760 0.926591 0.05 -1.06 0.15
H -2.288995 0.972976 0.911306 -0.07 1.19 -0.54
H -2.547651 -0.345431 1.960767 0.28 0.06 -0.35